C32H54NO2P3RhS2 | ωB97M-V with the def2-TZVPD basis set

Structure (XYZ):
```
95
Properties=species:S:1:pos:R:3
Rh -0.04 0.20 0.02
C -2.90 -1.95 1.90
C -3.11 -2.05 0.39
C -4.19 -1.07 -0.08
P -1.52 -1.58 -0.44
C -0.29 -3.00 -0.33
C 0.88 -2.51 0.53
C -0.85 -4.34 0.11
C -1.85 -1.58 -2.22
C -2.62 -2.53 -2.84
C -2.85 -2.52 -4.22
C -3.65 -3.59 -4.89
C -2.34 -1.43 -4.95
C -1.57 -0.46 -4.36
C -1.22 -0.54 -2.98
N -0.41 0.32 -2.33
C 0.21 1.39 -2.94
C 0.80 1.36 -4.22
C 1.26 2.51 -4.82
C 1.13 3.75 -4.19
C 1.58 5.02 -4.86
C 0.63 3.78 -2.89
C 0.23 2.62 -2.24
P -0.12 2.53 -0.45
C -1.59 3.59 -0.07
C -1.31 5.07 0.15
C -2.29 2.98 1.16
C 1.47 3.18 0.29
C 1.97 4.58 -0.07
C 2.57 2.17 -0.07
H -3.84 -2.16 2.42
H -2.57 -0.95 2.18
H -2.15 -2.66 2.27
H -3.37 -3.07 0.11
H -3.89 -0.04 0.15
H -5.13 -1.27 0.45
H -4.38 -1.14 -1.15
H 0.07 -3.10 -1.36
H 0.63 -2.53 1.59
H 1.09 -1.45 0.28
H 1.78 -3.10 0.36
H -1.24 -4.30 1.13
H -0.06 -5.09 0.08
H -1.65 -4.67 -0.55
H -3.08 -3.32 -2.24
H -4.00 -4.33 -4.18
H -3.05 -4.09 -5.65
H -4.52 -3.16 -5.40
H -2.57 -1.36 -6.00
H -1.26 0.38 -4.94
H 0.93 0.40 -4.72
H 1.72 2.46 -5.79
H 1.49 4.95 -5.94
H 2.63 5.21 -4.62
H 1.01 5.87 -4.51
H 0.56 4.73 -2.38
H -2.24 3.46 -0.94
H -0.68 5.22 1.02
H -2.25 5.59 0.33
H -0.84 5.53 -0.72
H -1.68 3.10 2.05
H -2.46 1.91 1.02
H -3.26 3.46 1.32
H 1.28 3.15 1.37
H 2.30 4.62 -1.11
H 2.83 4.81 0.56
H 1.23 5.36 0.09
H 2.86 2.28 -1.12
H 2.24 1.14 0.09
H 3.45 2.33 0.55
C 1.35 -2.92 6.00
C 0.35 -3.03 4.87
C 0.76 -4.09 3.86
O 0.10 -1.79 4.13
P 1.01 -0.51 3.95
S 1.20 0.62 5.56
S 0.09 0.50 2.44
O 2.36 -1.18 3.41
C 3.69 -0.66 3.20
C 4.15 -1.24 1.87
C 3.79 0.85 3.23
H 1.40 -3.88 6.51
H 1.05 -2.17 6.73
H 2.34 -2.68 5.63
H -0.63 -3.27 5.27
H 1.72 -3.82 3.41
H 0.02 -4.18 3.07
H 0.85 -5.05 4.36
H 4.31 -1.08 4.00
H 3.56 -0.81 1.05
H 4.01 -2.32 1.86
H 5.20 -1.02 1.71
H 3.02 1.29 2.59
H 4.77 1.16 2.88
H 3.64 1.23 4.23
```

Values from the calculation:
largest force on an atom = 1.90 eV Å⁻¹
E = -3387.81266 hartree
spin multiplicity = 5
E_HOMO (alpha / beta) = -9.5 / -10.0 eV
charge = +1
gap between HOMO and LUMO (alpha / beta) = 7.275 / 4.952 eV

Mulliken atomic charge list, values in e, 5 entries:
1. Rh -0.857
2. C -1.147
3. C 0.609
4. C -1.447
5. P 1.671

C21H64O11S10 | ωB97M-V with the def2-TZVPD basis set

Structure (XYZ):
```
106
Properties=species:S:1:pos:R:3
C -2.83 -29.64 7.30
S -1.65 -28.24 7.89
O -2.53 -27.41 8.80
C -0.64 -29.38 8.94
H -2.42 -30.43 6.67
H -3.60 -29.14 6.70
H -3.34 -30.08 8.16
H -0.02 -30.00 8.25
H -1.23 -30.07 9.54
H 0.02 -28.87 9.65
C 1.24 -26.95 -0.78
S 1.25 -26.51 1.00
O 1.67 -25.06 0.97
C -0.56 -26.58 1.26
H 2.19 -27.28 -1.14
H 0.84 -26.09 -1.33
H 0.55 -27.79 -0.93
H -1.11 -26.30 0.34
H -0.93 -25.89 2.03
H -0.94 -27.55 1.58
C 3.86 -27.24 6.67
S 2.08 -27.63 6.92
O 1.68 -27.03 8.26
C 1.44 -26.50 5.61
H 3.83 -26.19 6.88
H 4.21 -27.45 5.66
H 4.45 -27.85 7.35
H 1.94 -25.55 5.82
H 0.36 -26.53 5.52
H 1.75 -26.91 4.64
C -0.62 -22.83 -1.70
S 0.68 -21.97 -0.65
O 0.71 -20.56 -1.19
C -0.31 -21.88 0.90
H -0.28 -22.72 -2.77
H -1.58 -22.31 -1.59
H -0.73 -23.91 -1.54
H -0.46 -22.81 1.42
H -1.27 -21.42 0.66
H 0.24 -21.23 1.61
C -4.07 -27.02 3.01
S -3.59 -28.37 1.76
O -3.47 -29.62 2.63
C -5.29 -28.51 1.03
H -3.11 -26.81 3.57
H -4.80 -27.26 3.77
H -4.31 -26.09 2.53
H -5.49 -29.41 0.46
H -5.60 -27.63 0.43
H -5.93 -28.66 1.93
C -0.34 -18.81 6.01
S -0.31 -17.08 6.70
O 1.17 -16.94 7.04
C -0.62 -16.34 5.04
H -0.05 -19.44 6.86
H 0.31 -18.90 5.16
H -1.34 -19.14 5.73
H -0.64 -15.24 5.11
H -1.55 -16.72 4.69
H 0.12 -16.67 4.35
C -5.09 -18.69 5.79
S -4.63 -20.48 5.27
O -3.15 -20.35 4.94
C -4.60 -21.22 6.98
H -6.14 -18.67 6.09
H -4.98 -18.00 4.95
H -4.47 -18.38 6.63
H -3.80 -20.66 7.50
H -4.27 -22.25 6.92
H -5.51 -21.12 7.56
C 4.29 -23.34 2.58
S 3.73 -23.33 4.34
O 4.83 -22.63 5.12
C 2.44 -22.08 4.05
H 4.41 -22.29 2.30
H 3.51 -23.81 1.96
H 5.25 -23.82 2.63
H 2.97 -21.15 3.92
H 1.82 -22.02 4.96
H 1.86 -22.45 3.21
C -4.92 -25.41 9.55
S -4.13 -23.83 10.05
O -5.07 -22.74 9.63
C -4.37 -24.01 11.87
H -4.43 -26.18 10.17
H -4.99 -25.65 8.49
H -5.90 -25.20 9.96
H -4.04 -25.01 12.14
H -5.41 -23.82 12.12
H -3.76 -23.30 12.40
C -0.98 -22.87 5.22
S -2.14 -24.33 5.17
O -1.41 -25.38 4.37
C -1.90 -24.68 6.96
H -1.35 -22.12 5.88
H -1.00 -22.50 4.17
H 0.02 -23.18 5.53
H -0.88 -25.04 7.14
H -2.58 -25.50 7.25
H -2.08 -23.81 7.59
C 0.85 -21.87 8.55
O -0.18 -22.86 8.28
H 0.45 -20.83 8.68
H 1.29 -22.08 9.54
H 1.66 -21.87 7.83
H -0.10 -23.41 9.08
```

Values from the calculation:
largest force on an atom = 3.16 eV Å⁻¹
E = -5647.62194 hartree
E_HOMO = -8.7 eV
charge = 0
gap between HOMO and LUMO = 8.885 eV

Mulliken atomic charge list, values in e, 5 entries:
1. C -1.153
2. S 0.859
3. O -0.699
4. C -1.165
5. H 0.404

C18H18N2O4S | ωB97M-V with the def2-TZVPD basis set

Structure (XYZ):
```
43
Properties=species:S:1:pos:R:3
C 3.02 -4.89 -2.60
C 2.53 -3.51 -3.03
C 1.51 -3.62 -4.16
C 1.94 -2.76 -1.86
C 2.49 -1.56 -1.43
C 1.96 -0.86 -0.36
C 0.85 -1.36 0.31
N 0.37 -0.62 1.40
C -0.81 -0.75 2.05
O -1.61 -1.64 1.89
C -1.04 0.37 3.08
N -1.46 1.59 2.43
C -2.41 2.41 2.96
O -3.06 2.17 3.95
C -2.48 3.66 2.16
C -3.35 4.72 2.41
C -3.28 5.84 1.60
C -2.35 5.91 0.56
C -1.48 4.86 0.31
C -1.56 3.75 1.13
S -0.66 2.22 1.06
O 0.74 2.34 1.39
O -0.99 1.48 -0.11
C 0.28 -2.56 -0.10
C 0.83 -3.24 -1.17
H 3.50 -5.40 -3.43
H 2.19 -5.51 -2.25
H 3.74 -4.80 -1.79
H 3.39 -2.94 -3.40
H 1.96 -4.10 -5.03
H 0.65 -4.21 -3.86
H 1.16 -2.64 -4.46
H 3.35 -1.16 -1.95
H 2.40 0.07 -0.05
H 0.90 0.23 1.57
H -1.84 0.07 3.76
H -0.11 0.55 3.64
H -4.06 4.64 3.22
H -3.94 6.67 1.77
H -2.31 6.79 -0.06
H -0.76 4.89 -0.49
H -0.58 -2.95 0.41
H 0.37 -4.17 -1.48
```

Values from the calculation:
largest force on an atom = 0.85 eV Å⁻¹
SMILES string = CC(C)c1ccc(NC(=O)CN2C(=O)c3ccccc3S2(=O)=O)cc1
E = -1505.40450 hartree
ΔE to the lowest compared entry with this formula, charge and spin = 1.220 eV
E_HOMO = -8.3 eV
charge = 0
gap between HOMO and LUMO = 7.899 eV

natural (NBO) atomic charge list, values in e, 5 entries:
1. C -0.595
2. C -0.233
3. C -0.595
4. C -0.039
5. C -0.191

C43H76ClN6O8Si | ωB97M-V with the def2-TZVPD basis set

Structure (XYZ):
```
135
Properties=species:S:1:pos:R:3
C 6.82 -1.76 2.69
Si 5.28 -1.65 1.51
C 4.37 -3.32 1.68
C 4.22 -0.10 1.89
C 2.63 -0.31 1.67
C 1.99 0.94 0.84
C 0.50 1.31 1.33
C -0.05 2.71 0.77
C -1.65 2.72 0.49
C -1.91 1.68 -0.70
C -3.26 1.91 -1.53
N -4.52 1.82 -0.67
Cl -5.31 3.30 -0.37
C -4.88 0.59 -0.29
N -4.13 -0.60 -0.65
C -4.84 -1.70 -0.03
C -4.32 -3.20 -0.14
N -4.20 -3.65 -1.56
N -5.97 -1.10 0.62
C -6.90 -2.03 1.31
C -6.63 -1.88 3.01
C -5.08 -2.34 3.49
O -5.63 -0.82 3.41
N -6.03 0.27 0.50
C -7.15 1.02 1.10
C -8.32 1.11 -0.03
C -9.72 0.52 0.50
O -10.14 0.86 1.65
N -10.58 -0.39 -0.29
C -10.48 -1.79 0.16
C -10.78 -2.26 1.63
C -10.68 -3.75 2.08
C -10.28 -4.90 1.09
C -9.98 -4.45 -0.38
C -10.08 -2.96 -0.82
C 6.05 -1.63 -0.28
C 6.53 -2.98 -0.93
C 7.17 -3.03 -2.35
C 7.36 -1.73 -3.18
C 6.90 -0.39 -2.51
C 6.24 -0.33 -1.11
H 7.42 -0.79 2.62
H 7.49 -2.61 2.30
H 6.53 -2.01 3.77
H 3.72 -3.42 2.62
H 5.18 -4.14 1.78
H 3.76 -3.60 0.74
H 4.46 0.26 2.95
H 4.54 0.73 1.16
H 2.13 -0.34 2.71
H 2.42 -1.32 1.17
H 2.72 1.83 0.87
H 1.94 0.59 -0.25
H 0.56 1.35 2.49
H -0.16 0.41 1.05
H 0.27 3.58 1.45
H 0.45 2.88 -0.25
H -1.92 3.81 0.21
H -2.22 2.40 1.44
H -1.87 0.62 -0.25
H -1.03 1.75 -1.42
H -3.20 2.98 -1.96
H -3.36 1.23 -2.46
H -4.93 -3.97 0.42
H -3.25 -3.21 0.31
H -4.98 -4.29 -1.77
H -4.31 -2.80 -2.14
H -6.76 -3.13 1.06
H -7.98 -1.67 1.24
H -7.54 -2.15 3.74
H -5.03 -2.21 4.62
H -4.25 -2.15 2.74
H -6.87 2.06 1.51
H -7.66 0.49 1.99
H -8.41 2.15 -0.50
H -8.01 0.40 -0.89
H -11.58 -0.12 -0.16
H -11.09 -1.49 2.42
H -10.89 -4.09 3.16
H -10.24 -5.99 1.44
H -9.71 -5.28 -1.12
H -9.86 -2.72 -1.93
H 6.46 -3.99 -0.38
H 7.52 -4.01 -2.85
H 7.84 -1.73 -4.22
H 7.07 0.57 -3.10
H 5.91 0.66 -0.64
C -6.49 -5.38 -6.99
O -5.54 -6.42 -6.78
C -4.29 -5.92 -6.30
C -4.17 -6.10 -4.79
O -5.12 -5.30 -4.09
C -6.26 -6.05 -3.68
H -7.48 -5.84 -7.07
H -6.51 -4.66 -6.17
H -6.27 -4.87 -7.93
H -4.15 -4.87 -6.59
H -3.50 -6.50 -6.78
H -3.18 -5.75 -4.48
H -4.26 -7.15 -4.51
H -6.02 -6.63 -2.78
H -6.61 -6.72 -4.47
H -7.06 -5.35 -3.44
C 9.56 3.54 4.40
O 9.69 3.96 3.05
C 9.79 2.86 2.14
C 8.46 2.58 1.47
O 7.48 2.13 2.40
C 6.60 3.17 2.80
H 9.19 4.39 4.99
H 8.85 2.72 4.51
H 10.53 3.24 4.79
H 10.17 1.97 2.65
H 10.52 3.15 1.38
H 8.60 1.77 0.74
H 8.10 3.46 0.92
H 5.84 3.34 2.03
H 7.13 4.11 3.01
H 6.09 2.85 3.72
C 7.55 6.09 -0.87
O 8.00 6.30 0.45
C 9.40 6.59 0.51
C 9.65 8.09 0.64
O 9.23 8.80 -0.52
C 7.95 9.41 -0.35
H 6.46 6.17 -0.88
H 7.95 6.82 -1.57
H 7.82 5.08 -1.20
H 9.92 6.18 -0.36
H 9.79 6.09 1.40
H 10.73 8.26 0.74
H 9.17 8.50 1.54
H 8.06 10.33 0.23
H 7.24 8.74 0.14
H 7.56 9.66 -1.34
```

Values from the calculation:
largest force on an atom = 6.04 eV Å⁻¹
E = -3363.23351 hartree
E_HOMO = -9.8 eV
charge = +1
gap between HOMO and LUMO = 6.906 eV

Mulliken atomic charge list, values in e, 5 entries:
1. C -0.775
2. Si 0.112
3. C -1.056
4. C 0.090
5. C -0.605

C12H14IN3O3Pt | ωB97M-V with the def2-TZVPD basis set

Structure (XYZ):
```
34
Properties=species:S:1:pos:R:3
C 0.19 0.56 2.40
C 0.24 -0.94 2.01
H 0.94 0.99 3.07
H -1.18 1.73 3.18
H 0.46 0.88 1.34
H 0.71 -0.90 0.98
H 0.86 -1.62 2.60
H -0.78 -1.35 1.87
C 0.30 2.49 -1.97
C 0.17 3.42 -3.01
C -0.05 2.92 -4.30
C -0.22 1.58 -4.56
H 0.57 2.72 -0.92
H 0.25 4.49 -2.78
H -0.12 3.63 -5.12
H -0.38 1.13 -5.53
N 0.16 1.17 -2.28
C -0.21 0.68 -3.51
C -0.41 -0.75 -3.50
N -0.22 -1.31 -2.25
C -0.38 -2.64 -1.94
C -0.76 -2.98 -4.29
C -0.68 -3.51 -2.99
H -0.22 -2.92 -0.90
H -0.81 -4.57 -2.77
C -0.60 -1.62 -4.56
H -0.60 -1.17 -5.55
H -0.96 -3.65 -5.11
Pt 1.40 -0.31 -1.69
I 3.28 0.27 -0.32
O 1.06 0.37 4.50
N -0.12 0.57 4.97
O -0.77 -0.31 5.48
O -1.11 0.88 2.75
```

Values from the calculation:
largest force on an atom = 5.36 eV Å⁻¹
E = -1272.40056 hartree
ΔE to the lowest compared entry with this formula, charge and spin = 1.493 eV
spin multiplicity = 3
E_HOMO (alpha / beta) = -6.7 / -7.2 eV
charge = 0
gap between HOMO and LUMO (alpha / beta) = 5.782 / 4.871 eV

natural (NBO) atomic charge list, values in e, 5 entries:
1. C -0.093
2. C -0.657
3. H 0.230
4. H 0.477
5. H 0.160

What is the formula in the fifth record?
C12H14IN3O3Pt